No. 1
{
  "formula": "C16H50N2O12",
  "method": "ωB97M-V/def2-TZVPD",
  "symbols": ["C", "O", "C", "C", "C", "N", "H", "H", "H", "H", "H", "H", "H", "H", "H", "H", "H", "C", "O", "C", "C", "C", "N", "H", "H", "H", "H", "H", "H", "H", "H", "H", "H", "H", "O", "C", "C", "O", "H", "H", "H", "H", "H", "H", "O", "C", "C", "O", "H", "H", "H", "H", "H", "H", "O", "C", "C", "O", "H", "H", "H", "H", "H", "H", "O", "C", "C", "O", "H", "H", "H", "H", "H", "H", "O", "H", "H", "O", "H", "H"],
  "coordinates": [[1.99342, -2.08361, -1.88440], [2.92754, -3.07799, -1.52303], [3.38992, -2.90791, -0.20269], [4.64525, -3.79841, -0.04132], [5.30325, -3.65437, 1.32569], [5.62427, -3.56508, -1.13117], [1.41845, -2.40977, -2.74599], [2.50163, -1.12533, -2.06681], [1.30267, -1.85438, -1.06516], [3.55709, -1.84393, -0.01937], [2.70631, -3.27520, 0.57281], [4.35289, -4.84842, -0.13915], [5.34177, -2.60122, 1.62743], [6.29480, -4.09275, 1.32048], [4.61549, -4.07633, 2.06267], [5.05784, -3.43344, -1.97056], [5.97080, -2.61533, -0.96232], [-0.38800, 7.64052, 0.45047], [-0.34423, 6.28108, 0.08999], [-0.39615, 5.43819, 1.22583], [-0.37574, 3.98190, 0.78343], [-0.05126, 3.11881, 2.01185], [0.69580, 3.75629, -0.21008], [0.44385, 7.91672, 1.11271], [-1.29554, 7.84016, 1.03346], [-0.31609, 8.24235, -0.44959], [0.44389, 5.62903, 1.90045], [-1.34232, 5.64414, 1.74316], [-1.33685, 3.68700, 0.34749], [-0.91537, 3.00846, 2.66963], [0.81051, 3.47687, 2.57095], [0.20068, 2.11169, 1.67556], [0.57796, 2.79884, -0.54413], [0.44321, 4.31002, -1.03134], [-1.07893, -2.59489, -0.92106], [-0.64995, -3.42452, 0.15962], [0.02606, -4.70238, -0.31111], [-0.87217, -5.78506, -0.59318], [-1.79909, -3.07009, -1.34773], [0.05074, -2.91956, 0.83278], [-1.50617, -3.60086, 0.82365], [0.64839, -5.06562, 0.51456], [0.76331, -4.55880, -1.10486], [-1.60418, -5.41415, -1.09776], [-5.33600, 2.08398, 0.41023], [-4.74784, 0.79313, 0.33466], [-4.05526, 0.48591, -0.99723], [-2.89278, 1.28784, -1.12922], [-6.13315, 2.03435, -0.13112], [-3.98203, 0.73571, 1.11284], [-5.47310, 0.03434, 0.64514], [-4.79703, 0.65722, -1.78640], [-3.76777, -0.56146, -1.06578], [-3.18682, 2.17980, -1.35387], [-0.98929, -0.55108, 2.91293], [-2.04210, -1.49790, 2.83527], [-3.06296, -1.17623, 3.91171], [-4.17155, -2.05878, 3.91403], [-0.53736, -0.58394, 2.05616], [-2.42401, -1.51005, 1.80651], [-1.58898, -2.49435, 2.93677], [-3.44986, -0.19027, 3.64059], [-2.60649, -1.10854, 4.89861], [-4.02654, -2.74962, 4.56442], [-0.28767, 0.07954, -2.82811], [0.46655, 0.52941, -3.95310], [1.46875, 1.64436, -3.62502], [1.89527, 2.24900, -4.84208], [-1.03441, 0.69024, -2.82871], [0.99534, -0.24597, -4.51883], [-0.25917, 0.90130, -4.68150], [2.23561, 1.32334, -2.92331], [0.84701, 2.41033, -3.15286], [2.54593, 1.63068, -5.20223], [-0.66852, 0.24499, 0.21458], [-0.79793, 0.02952, -0.72064], [-1.36173, 0.88841, 0.41336], [1.79556, -0.51910, 1.47206], [2.52503, 0.07853, 1.27457], [1.06954, -0.22732, 0.89374]],
  "mulliken_charge": [-0.39, -0.49, -0.11, 0.31, -1.53, -0.81, 0.29, 0.46, -0.12, 0.23, 0.04, 0.32, 0.32, 0.41, 0.40, 0.33, 0.29, -0.75, -0.30, -0.85, 1.00, -1.14, -0.78, 0.31, 0.30, 0.24, 0.41, 0.39, -0.05, 0.37, 0.46, 0.00, 0.13, 0.35, -0.38, -0.17, -0.53, -0.56, 0.24, 0.12, 0.51, 0.29, 0.20, 0.35, -0.54, -0.22, -0.38, -0.44, 0.33, -0.07, 0.42, 0.41, 0.21, 0.22, -0.59, 0.26, -0.80, -0.53, 0.08, 0.03, 0.31, 0.23, 0.38, 0.32, -0.30, -0.69, -0.03, -0.55, 0.11, 0.38, 0.40, 0.24, 0.01, 0.34, 0.91, -0.39, 0.06, -0.63, 0.30, 0.07]
}

---

No. 2
{
  "formula": "C16H50O13",
  "method": "ωB97M-V/def2-TZVPD",
  "symbols": ["O", "C", "C", "O", "H", "H", "H", "H", "H", "H", "O", "C", "C", "O", "H", "H", "H", "H", "H", "H", "O", "C", "C", "O", "H", "H", "H", "H", "H", "H", "O", "C", "C", "O", "H", "H", "H", "H", "H", "H", "C", "C", "O", "H", "H", "H", "H", "H", "H", "C", "C", "O", "H", "H", "H", "H", "H", "H", "C", "C", "O", "H", "H", "H", "H", "H", "H", "C", "O", "H", "H", "H", "H", "C", "O", "H", "H", "H", "H"],
  "coordinates": [[-2.89637, 2.15186, 5.20493], [-1.67362, 2.07499, 4.56558], [-1.88902, 1.72332, 3.10695], [-2.29787, 2.89560, 2.37147], [-2.68439, 2.41549, 6.10336], [-1.07718, 2.97146, 4.73500], [-1.01057, 1.30214, 4.95437], [-2.60731, 0.90966, 3.00634], [-0.96679, 1.38616, 2.63377], [-1.54258, 3.47478, 2.24620], [1.36733, 5.72338, -2.07625], [1.15673, 5.30922, -3.35247], [1.71406, 3.85745, -3.60304], [0.78828, 2.80962, -3.22284], [2.26893, 5.46570, -1.87051], [0.09547, 5.43578, -3.56648], [1.78090, 5.97191, -3.95192], [2.68267, 3.75983, -3.11276], [1.84422, 3.72087, -4.67659], [1.25321, 2.03349, -3.54387], [3.67135, -5.45258, -0.59083], [2.46675, -4.63904, -0.43025], [1.38557, -5.01639, -1.46548], [2.01028, -5.25292, -2.72873], [3.93932, -5.38820, -1.51042], [2.11313, -4.73313, 0.59649], [2.70477, -3.58243, -0.55289], [0.64831, -4.21915, -1.56021], [0.85765, -5.91197, -1.13785], [1.32277, -5.17995, -3.39478], [1.62598, -2.53477, 2.69521], [2.99593, -2.20858, 2.74924], [3.76015, -2.91786, 3.90683], [3.18076, -2.50100, 5.14853], [1.24216, -2.14451, 3.48387], [3.47473, -2.39128, 1.78723], [3.02885, -1.14318, 2.97716], [4.83844, -2.78189, 3.82367], [3.48933, -3.97354, 3.92417], [3.75758, -1.84028, 5.53883], [-3.23830, 4.18477, -0.64603], [-1.95078, 3.57910, -1.16024], [-1.98514, 3.50632, -2.53711], [-3.06951, 4.39686, 0.40973], [-4.05162, 3.45922, -0.63286], [-3.59990, 5.11906, -1.07552], [-1.70048, 2.66259, -0.62596], [-1.10485, 4.22951, -0.93784], [-1.08095, 3.28821, -2.77474], [-3.42400, -3.73563, -0.39309], [-3.08345, -2.76356, 0.76182], [-2.78478, -3.52604, 1.91529], [-4.40929, -4.16978, -0.22332], [-2.63409, -4.48518, -0.44123], [-3.43342, -3.27808, -1.38236], [-4.01143, -2.24026, 0.99225], [-2.19606, -2.19713, 0.47933], [-3.65243, -3.86364, 2.14935], [-0.40770, -0.13252, -0.79902], [0.29698, -0.55095, 0.47392], [1.31189, -1.38706, 0.09012], [-0.46607, -1.00954, -1.44362], [0.20208, 0.60069, -1.32691], [-1.38761, 0.26089, -0.52866], [-0.35121, -1.15361, 1.11012], [0.71158, 0.26867, 1.06080], [1.38567, -2.00782, 0.81868], [3.35558, 1.52344, -0.14158], [3.90220, 0.23892, 0.13560], [3.02879, 2.00613, 0.77945], [4.07903, 2.18797, -0.61394], [2.51688, 1.28904, -0.79712], [3.15024, -0.31618, 0.35472], [-2.86162, 0.52249, -3.53713], [-3.81000, -0.35662, -4.06892], [-3.17550, 1.01910, -2.61900], [-2.08014, -0.12853, -3.14525], [-2.44119, 1.30062, -4.17420], [-4.36931, 0.07849, -4.71658]],
  "mulliken_charge": [-0.50, -0.45, 0.02, -0.49, 0.31, 0.31, 0.32, 0.31, -0.15, 0.29, -0.48, -0.53, -0.46, -0.45, 0.29, 0.34, 0.36, 0.33, 0.36, 0.24, -0.58, 0.05, -0.22, -0.57, 0.33, 0.26, -0.01, 0.20, 0.29, 0.30, -0.48, -0.10, -0.67, -0.54, 0.26, 0.37, 0.26, 0.39, 0.26, 0.31, -1.27, 0.36, -0.56, 0.27, 0.31, 0.37, -0.14, 0.43, 0.22, -1.09, 0.31, -0.53, 0.38, 0.27, 0.30, 0.35, -0.31, 0.32, -0.75, -0.19, -0.52, 0.33, -0.13, 0.38, 0.55, 0.19, 0.12, -0.33, -0.61, 0.23, 0.31, 0.01, 0.32, -0.26, -0.54, 0.17, 0.02, 0.30, 0.30]
}

---

Table of calculated total energy (hartree), in record order: -1651.86918 -1617.52386
Table of Kohn-Sham gap (eV), in record order: 9.29 9.79